P.
Below is a single C6H6N2 molecule, with properties calculated with ωB97M-V/def2-TZVPD.

For the LUMO energy, the calculation gives 0.8 eV. The HOMO energy is -9.78 eV. As for the net charge: 0.

Cartesian coordinates (Å):
C 1.7456 1.7237 0.8063
C 0.6911 1.2420 0.5106
C -0.7026 0.7573 0.2827
C -1.4852 0.1290 1.3884
N -2.1281 -0.6910 1.9535
C -0.6993 -0.5920 -0.6246
C 0.5497 -1.3648 -0.6298
N 0.2180 -0.4987 -1.7226
H 2.5222 2.1167 1.4786
H -1.4103 1.3648 -0.2864
H -1.7125 -0.9932 -0.7334
H 0.2577 -2.4593 -0.7945
H 1.3955 -1.0351 0.0204
H 0.7582 0.3007 -1.6494

---

Q.
Below is a single C6H6N2 molecule, with properties calculated with ωB97M-V/def2-TZVPD.

For the LUMO energy, the calculation gives -0.4 eV. The HOMO energy is -8.91 eV. As for the net charge: 0.

Cartesian coordinates (Å):
C -0.0717 2.3653 -0.2263
C 0.3312 -0.9624 -0.7294
C -1.7201 0.1392 -0.7301
C 1.1443 0.2094 -0.4587
C -2.1325 0.5393 0.4644
C 2.4631 0.1853 -0.2290
N 0.5632 1.4198 -0.4856
N -0.9223 -1.0335 -0.9080
H -1.9468 0.4088 -1.7320
H 0.9218 -1.8844 -0.6028
H -1.5965 0.0830 1.3111
H -2.7842 1.4150 0.6707
H 3.0421 1.0454 -0.3337
H 3.0930 -0.6560 -0.4375

---

Result of the stability comparison: P is the least stable of them.

---

P.
Below is a single C6H6N2 molecule, with properties calculated with ωB97M-V/def2-TZVPD.

For the LUMO energy, the calculation gives 1.0 eV. The HOMO energy is -8.38 eV. As for the net charge: 0.

Cartesian coordinates (Å):
C -2.0088 0.0180 -0.0135
C -1.2355 1.0945 0.1388
C 0.2090 0.6948 -0.4054
C 1.6146 1.0695 0.0062
N 2.3293 -0.1063 0.0607
N 1.5098 -1.1685 0.0501
C 0.3519 -0.7342 -0.2712
C -0.9637 -1.2355 -0.0521
H -3.2182 -0.2401 0.0426
H -1.7704 2.1616 0.0843
H 2.0044 2.0465 -0.0659
H 3.2399 0.0171 0.0497
H -1.1249 -2.0109 -0.7652
H -0.9373 -1.6067 1.1410

---

Q.
Below is a single C6H6N2 molecule, with properties calculated with ωB97M-V/def2-TZVPD.

For the LUMO energy, the calculation gives -0.8 eV. The HOMO energy is -9.75 eV. As for the net charge: 0.

Cartesian coordinates (Å):
H -3.2231 -1.6970 0.0044
N -3.2048 -0.6162 -0.0400
C -1.9881 -0.2735 -0.0290
C -1.4604 1.1868 -0.0587
C -0.1545 1.1600 0.1695
C 0.2209 -0.2692 0.1563
C 1.6160 -0.7642 0.0877
C 2.7247 -0.0913 -0.1421
N -0.7753 -1.1388 0.0526
H -2.2110 1.9979 -0.1130
H 0.5184 2.0452 0.1178
H 1.6000 -1.8732 0.0246
H 2.7274 0.9957 -0.1216
H 3.6099 -0.6624 -0.1084

---

R.
Below is a single C6H6N2 molecule, with properties calculated with ωB97M-V/def2-TZVPD.

For the LUMO energy, the calculation gives 1.0 eV. The HOMO energy is -8.38 eV. As for the net charge: 0.

Cartesian coordinates (Å):
C 2.8443 -0.6784 0.2860
C 1.7036 -0.1536 -0.1110
C 0.4008 -0.0139 -0.3861
C -0.4476 1.2343 -0.7240
C -0.3929 0.8080 0.6236
C -1.6742 -0.3334 0.7316
N -1.5318 -1.3594 0.0506
N -0.3604 -1.3434 -0.4980
H 3.7292 -0.6578 1.0779
H -1.5520 0.8660 -1.1686
H 0.1242 2.1228 -1.0599
H 0.0399 1.3302 1.4418
H -2.5458 0.1001 1.1382
H -0.3374 -1.9214 -1.4018

---

S.
Below is a single C6H6N2 molecule, with properties calculated with ωB97M-V/def2-TZVPD.

For the LUMO energy, the calculation gives -0.9 eV. The HOMO energy is -8.36 eV. As for the net charge: 0.

Cartesian coordinates (Å):
C 3.3288 -0.6460 -0.0093
C 2.1645 -0.0360 -0.1905
C 0.7665 0.2293 -0.4266
C 0.1187 1.4127 -0.2115
C -1.2968 1.5285 -0.1867
N 0.4404 -1.0793 -0.5726
N -0.8362 -1.3994 -0.7560
C -1.7332 -1.4270 0.3229
H 4.2627 -0.6824 0.6758
H 0.8975 2.3118 0.1215
H -2.2038 0.7765 0.0387
H -1.5615 2.5186 -0.1396
H -1.6348 -1.8492 1.4541
H -2.7129 -1.6581 -0.1200

---

Result of the stability comparison: S is the least stable of them.

---

P.
Below is a single C4H5NO molecule, with properties calculated with ωB97M-V/def2-TZVPD.

For the LUMO energy, the calculation gives 0.8 eV. The HOMO energy is -7.89 eV. As for the net charge: 0.

Cartesian coordinates (Å):
O 2.1620 0.4686 0.3261
C 0.8712 0.1460 0.0210
C 0.2412 -1.0709 -0.0466
C -1.1600 -0.8181 -0.0327
C -1.3402 0.5345 0.0049
N -0.0988 1.1305 0.0302
H 2.8131 0.0483 -0.2442
H 0.7172 -2.0413 -0.0511
H -1.9423 -1.5607 0.0211
H -2.2503 1.1180 0.0112
H 0.0190 2.1297 -0.0476

---

Q.
Below is a molecular structure, C4H5NO, with properties calculated with ωB97M-V/def2-TZVPD.

For the LUMO energy, the calculation gives 1.0 eV. The HOMO energy is -9.20 eV. As for the net charge: 0.

Cartesian coordinates (Å):
O 0.1703 -1.0189 2.1580
C 0.3619 -0.5244 1.0721
C 0.0199 -1.1335 -0.3271
N 0.1990 0.1258 -1.1029
C -0.6238 1.0961 -0.4181
C 0.6670 0.6839 0.2075
H 0.8189 -1.8062 -0.6431
H -0.9817 -1.5359 -0.2996
H -1.5768 0.7505 -0.0143
H -0.6194 2.1066 -0.8079
H 1.5648 1.2559 0.1753

---

Result of the stability comparison: Q is the least stable of them.

---

P.
Below is 2 unconnected molecules or ions with the total composition CH5O2P, with properties calculated with ωB97M-V/def2-TZVPD.

For the LUMO energy, the calculation gives 0.5 eV. The HOMO energy is -8.09 eV. As for the net charge: 0.

Cartesian coordinates (Å):
C -0.8833 -0.4450 -0.5179
O -1.7789 -0.1671 0.4631
O 2.1642 0.5701 -0.2262
P 1.3899 -0.7252 0.4327
H -0.4609 0.3649 -1.2441
H -1.0770 -1.4919 -0.8791
H -1.5626 0.6214 0.9551
H 1.4582 1.2477 -0.5478
H 0.7504 0.0251 1.5642

---

Q.
Below is 3 unconnected molecules or ions with the total composition CH5O2P, with properties calculated with ωB97M-V/def2-TZVPD.

For the LUMO energy, the calculation gives 0.7 eV. The HOMO energy is -10.07 eV. As for the net charge: 0.

Cartesian coordinates (Å):
C -0.1281 -0.1483 0.9102
O 0.1235 0.6240 2.0016
O -1.1645 -0.7097 0.7711
P 1.4925 -0.3539 -0.0568
H -0.3786 0.0817 -2.1223
H -0.6225 0.6929 2.6960
H -1.2512 0.2611 -2.4248
H 1.1287 0.7692 -0.6647
H 0.8003 -1.2171 -1.1102

---

Result of the stability comparison: P is the least stable of them.

---

P.
Below is 2 unconnected molecules or ions with the total composition C3H9NO3, with properties calculated with ωB97M-V/def2-TZVPD.

For the LUMO energy, the calculation gives 0.4 eV. The HOMO energy is -9.89 eV. As for the net charge: 0.

Cartesian coordinates (Å):
N -0.1805 1.2555 -0.9749
C 0.3844 1.3493 0.2611
O 0.7885 2.3960 0.7075
C 0.5287 0.0570 1.0417
C -0.7163 -0.8051 1.1730
O -0.5365 -2.0213 1.8558
H -0.5437 2.0734 -1.4068
H -0.3902 0.4872 -1.5933
H 1.3413 -0.4655 0.4992
H 1.0108 0.3256 1.9804
H -1.4120 -0.1596 1.7200
H -1.1553 -0.9886 0.1951
H 0.3977 -2.0974 2.0351
O -0.1986 -1.3326 -3.1703
H 0.7246 -1.1329 -3.0200
H -0.2005 -2.0304 -3.8317

---

Q.
Below is 2 unconnected molecules or ions with the total composition C3H9NO3, with properties calculated with ωB97M-V/def2-TZVPD.

For the LUMO energy, the calculation gives 0.1 eV. The HOMO energy is -10.26 eV. As for the net charge: 0.

Cartesian coordinates (Å):
O -0.0283 2.3903 0.6638
C -0.0111 1.2031 1.1202
C 0.1461 0.0649 0.2165
N -0.1886 -1.1696 0.9789
C -0.4802 -2.3034 0.1801
O 0.7465 -2.9904 -0.0961
H -0.1275 1.0343 2.2485
H 1.1357 -0.1163 -0.1803
H -0.4449 0.3365 -0.6174
H -0.9707 -0.9637 1.5653
H -1.2053 -2.9653 0.7322
H -1.1232 -1.8562 -0.6654
H 1.3298 -2.3871 0.2759
O 0.2121 3.4813 -2.3590
H 0.6644 2.7566 -2.6961
H 0.3452 3.4849 -1.3672

---

R.
Below is 2 unconnected molecules or ions with the total composition C3H9NO3, with properties calculated with ωB97M-V/def2-TZVPD.

For the LUMO energy, the calculation gives -3.7 eV. The HOMO energy is -8.81 eV. As for the net charge: 0.

Cartesian coordinates (Å):
O -0.6378 -1.7669 -1.3128
C -0.3239 -1.2889 0.0132
O -1.0137 -1.8215 0.9062
C -0.8039 0.3416 0.0156
C -0.2045 0.9019 1.3133
N -0.1982 0.8830 -1.1374
H 0.7886 -1.3370 -0.0020
H -1.8847 0.4290 0.0731
H -0.0233 0.1914 2.1127
H 0.6952 1.4493 1.0342
H -0.7600 1.7171 1.7996
H -0.2943 0.2343 -1.9243
H 0.8362 0.9931 -0.9874
H 2.9261 0.9626 -0.6683
H -1.3151 -2.4267 -1.0713
O 2.2133 0.5376 -0.1645

---

Result of the stability comparison: R is the least stable of them.

---

P.
Below is 2 unconnected molecules or ions with the total composition C3H9NO3, with properties calculated with ωB97M-V/def2-TZVPD.

For the LUMO energy, the calculation gives 0.6 eV. The HOMO energy is -9.78 eV. As for the net charge: 0.

Cartesian coordinates (Å):
N -0.2981 2.1865 -1.3256
C -1.2117 1.3633 -1.9331
O -1.9503 1.8343 -2.8088
C -0.7464 -0.1947 -1.9055
C 0.2112 -0.4199 -0.6612
O 1.6593 -0.7320 -1.0430
H -0.6320 3.2340 -1.2697
H 0.5249 1.7515 -0.9426
H -1.7171 -0.7414 -1.6962
H -0.2813 -0.4662 -2.9187
H 0.1926 0.4261 0.0559
H -0.1718 -1.2371 -0.1524
H 1.7915 -0.1357 -1.8203
O 1.1035 -2.5206 6.0068
H 0.1674 -2.6980 6.1433
H 1.3582 -1.6502 6.2712

---

Q.
Below is 2 unconnected molecules or ions with the total composition C3H9NO3, with properties calculated with ωB97M-V/def2-TZVPD.

For the LUMO energy, the calculation gives 0.5 eV. The HOMO energy is -9.74 eV. As for the net charge: 0.

Cartesian coordinates (Å):
N -0.0119 -2.4143 0.1531
C -0.4003 -1.0338 -0.0447
C 0.8266 -0.3659 -0.7889
C 0.6898 1.0602 -1.2559
O 0.3459 1.4688 -2.3296
O 1.1327 1.8598 -0.2566
H -0.6965 -3.0662 -0.1988
H 0.1397 -2.6527 1.1224
H -1.1507 -0.9076 -0.8312
H -0.6558 -0.4541 0.8464
H 1.2965 -1.1314 -1.4031
H 1.5688 -0.3408 0.0172
H 0.6928 2.7115 -0.1256
O -1.0903 1.6650 1.9824
H -1.6943 2.4085 1.9006
H -0.9931 1.1930 1.2122

---

Result of the stability comparison: P is the least stable of them.